138
Properties=species:S:1:pos:R:3 method="wB97M-V/def2-TZVPD" charge=0 smiles="O=S1(=O)CCCC1.O=S1(=O)CCCC1.O=S1(=O)CCCC1.O=S1(=O)CCCC1.O=S1(=O)CCCC1.O=S1(=O)CCCC1.CC(C)=O.CC(C)=O.CC(C)=O.CC#N.CC#N.CC#N"
C -8.395 -4.289 -3.374
C -8.213 -2.922 -3.919
O -7.240 -2.305 -3.549
C -9.120 -2.360 -4.980
H -7.484 -4.756 -3.000
H -8.666 -5.013 -4.143
H -9.047 -4.145 -2.512
H -9.457 -3.092 -5.714
H -8.505 -1.604 -5.470
H -9.878 -1.837 -4.397
C 6.707 -4.198 1.933
C 7.987 -4.908 2.487
O 8.310 -6.087 2.156
C 8.958 -4.197 3.382
H 6.116 -3.980 2.822
H 6.117 -4.717 1.178
H 6.861 -3.189 1.551
H 9.982 -4.428 3.087
H 8.823 -4.422 4.440
H 9.039 -3.137 3.141
C 0.028 1.218 -1.816
C 1.326 0.996 -1.115
O 2.389 1.419 -1.552
C 1.294 0.204 0.148
H -0.576 2.075 -1.520
H -0.663 0.391 -1.650
H 0.301 1.306 -2.868
H 0.530 0.744 0.708
H 2.203 0.208 0.749
H 0.933 -0.812 -0.010
C -0.813 5.990 -8.789
C 0.185 5.984 -7.761
N 0.958 6.012 -6.891
H -0.685 5.215 -9.545
H -0.772 6.981 -9.242
H -1.848 5.966 -8.449
C 5.496 0.088 -7.551
C 4.891 0.906 -8.618
N 4.455 1.537 -9.515
H 6.444 0.558 -7.287
H 5.629 -0.931 -7.913
H 4.790 0.133 -6.722
C 7.840 5.366 -2.001
C 8.074 4.344 -0.992
N 8.276 3.617 -0.122
H 6.987 5.923 -1.613
H 7.565 4.972 -2.979
H 8.630 6.097 -2.172
C -3.234 -0.736 -12.951
C -4.555 0.030 -12.903
C -5.145 -0.439 -11.555
S -3.785 -0.892 -10.357
O -3.949 -2.292 -10.124
O -3.722 0.142 -9.287
C -2.446 -0.689 -11.576
H -2.619 -0.279 -13.726
H -3.442 -1.754 -13.282
H -5.150 -0.242 -13.775
H -4.268 1.067 -12.727
H -5.790 -1.271 -11.839
H -5.699 0.407 -11.147
H -1.706 -1.459 -11.358
H -1.928 0.241 -11.342
C -0.631 6.705 3.367
C -0.096 6.130 4.722
C 0.728 7.260 5.427
S -0.073 8.791 4.912
O 0.986 9.546 4.270
O -0.863 9.364 6.050
C -1.210 8.066 3.641
H -1.413 6.035 3.009
H 0.119 6.739 2.577
H 0.469 5.210 4.573
H -0.928 5.809 5.348
H 1.813 7.246 5.323
H 0.629 7.277 6.512
H -1.367 8.749 2.806
H -2.205 7.863 4.038
C 1.619 -7.423 -3.259
C 1.263 -6.173 -4.083
C -0.295 -6.101 -4.099
S -0.919 -6.871 -2.497
O -1.803 -8.009 -2.821
O -1.386 -5.837 -1.504
C 0.755 -7.429 -1.943
H 2.684 -7.499 -3.040
H 1.282 -8.303 -3.806
H 1.529 -6.491 -5.092
H 1.758 -5.295 -3.668
H -0.760 -6.724 -4.863
H -0.761 -5.141 -4.322
H 0.761 -8.380 -1.409
H 1.169 -6.760 -1.188
C -1.555 -5.088 9.082
C -2.177 -5.373 7.710
C -1.192 -4.935 6.633
S -0.498 -3.364 7.285
O -1.190 -2.215 6.732
O 0.914 -3.549 7.249
C -1.162 -3.578 9.038
H -0.569 -5.536 9.212
H -2.266 -5.288 9.884
H -3.073 -4.760 7.610
H -2.524 -6.395 7.562
H -1.468 -4.841 5.583
H -0.313 -5.573 6.729
H -2.126 -3.071 9.001
H -0.631 -3.057 9.835
C -7.448 0.996 2.668
C -7.656 1.999 1.549
C -8.182 3.405 2.150
S -7.893 3.337 3.995
O -9.189 3.198 4.646
O -6.893 4.330 4.433
C -7.056 1.665 3.994
H -6.642 0.307 2.418
H -8.264 0.292 2.830
H -8.318 1.597 0.782
H -6.664 2.193 1.141
H -9.235 3.541 1.905
H -7.715 4.295 1.728
H -7.278 1.091 4.894
H -5.989 1.884 3.941
C 8.263 1.679 7.590
C 6.862 2.156 7.437
C 6.129 1.939 8.741
S 7.355 2.384 10.102
O 7.331 1.317 11.103
O 7.108 3.753 10.465
C 8.800 2.305 8.913
H 8.868 1.995 6.741
H 8.204 0.591 7.623
H 6.381 1.638 6.607
H 6.789 3.224 7.231
H 5.979 0.870 8.890
H 5.173 2.421 8.946
H 9.609 1.801 9.443
H 9.224 3.309 8.891

154
Properties=species:S:1:pos:R:3 method="wB97M-V/def2-TZVPD" charge=0 relative_energy_kcal_mol=91.0
C -6.755 -4.500 -1.047
C -6.193 -3.253 -0.455
O -6.100 -3.562 0.912
C -6.747 -4.733 1.123
O -6.940 -5.232 2.246
O -7.319 -5.179 0.031
H -6.087 -5.188 -1.566
H -7.478 -4.285 -1.834
H -6.819 -2.402 -0.728
H -5.260 -3.058 -0.983
C -6.743 -0.579 4.327
O -6.389 -1.395 5.407
C -5.228 -1.183 6.022
O -4.346 -0.310 5.832
O -5.152 -2.079 7.081
C -4.003 -2.068 7.906
H -7.485 -1.138 3.756
H -5.944 -0.319 3.634
H -7.108 0.356 4.752
H -4.052 -1.071 8.345
H -3.152 -2.155 7.230
H -4.052 -2.784 8.726
C -8.868 2.254 -1.130
O -10.207 2.257 -0.645
C -10.425 2.682 0.630
O -9.615 2.674 1.593
O -11.628 3.085 0.713
C -12.295 3.422 1.877
H -8.335 3.133 -1.493
H -8.736 1.670 -2.041
H -8.227 1.904 -0.320
H -12.314 2.508 2.470
H -13.347 3.697 1.795
H -11.687 4.177 2.375
C -3.157 -9.535 -2.938
O -3.291 -8.293 -2.225
C -2.285 -7.554 -1.913
O -1.103 -7.915 -2.070
O -2.757 -6.576 -1.179
C -1.845 -5.742 -0.458
H -3.999 -9.627 -3.624
H -3.187 -10.398 -2.274
H -2.278 -9.624 -3.577
H -0.843 -6.163 -0.366
H -2.309 -5.583 0.515
H -1.705 -4.785 -0.960
C 7.038 2.695 1.257
O 6.170 2.904 2.325
C 5.706 1.751 2.924
O 5.937 0.591 2.637
O 4.978 2.116 4.000
C 3.876 1.308 4.464
H 7.100 3.677 0.789
H 6.810 1.844 0.616
H 8.002 2.503 1.727
H 3.447 0.747 3.633
H 3.015 1.943 4.677
H 4.224 0.689 5.290
C -6.082 5.185 1.781
O -7.165 6.013 2.315
C -7.424 7.227 1.834
O -7.274 7.482 0.612
O -7.983 7.984 2.800
C -8.519 9.249 2.425
H -6.326 4.147 2.005
H -5.235 5.424 2.424
H -5.758 5.464 0.778
H -7.961 9.806 1.673
H -8.645 9.893 3.296
H -9.513 9.185 1.981
C -4.516 5.529 -3.579
O -3.538 4.586 -4.094
C -3.483 3.330 -3.667
O -4.131 2.727 -2.732
O -2.742 2.677 -4.536
C -2.788 1.305 -4.538
H -4.373 6.506 -4.040
H -4.274 5.595 -2.518
H -5.558 5.248 -3.733
H -2.009 0.840 -3.933
H -2.566 0.799 -5.478
H -3.700 0.808 -4.209
C 0.238 4.309 3.028
O 0.963 4.445 1.881
C 0.242 4.622 0.719
O -0.944 4.404 0.617
O 1.154 4.930 -0.266
C 0.687 5.148 -1.568
H -0.466 5.134 3.135
H 0.919 4.669 3.799
H -0.113 3.292 3.204
H 1.268 5.838 -2.180
H -0.270 5.667 -1.518
H 0.697 4.208 -2.119
C 5.621 4.015 -3.980
O 6.933 3.777 -3.489
C 7.969 4.065 -4.261
O 7.957 4.511 -5.396
O 9.005 4.017 -3.468
C 10.284 4.511 -3.873
H 5.423 5.084 -4.060
H 4.858 3.668 -3.283
H 5.501 3.563 -4.965
H 11.046 4.358 -3.109
H 10.136 5.541 -4.198
H 10.582 3.948 -4.757
C 4.157 -4.213 4.657
O 5.339 -4.913 4.450
C 5.477 -6.106 3.963
O 4.571 -6.831 3.632
O 6.783 -6.346 3.980
C 7.186 -7.664 3.678
H 3.578 -4.780 5.386
H 3.643 -4.151 3.698
H 4.412 -3.169 4.842
H 6.960 -8.013 2.670
H 6.935 -8.434 4.408
H 8.274 -7.609 3.646
C 2.140 -0.604 -0.081
O 0.868 -0.082 -0.249
C -0.117 -0.505 0.503
O -0.082 -1.215 1.551
O -1.244 0.052 0.063
C -2.450 0.038 0.897
H 2.566 -0.827 0.897
H 2.844 0.095 -0.534
H 2.173 -1.543 -0.634
H -2.300 0.710 1.742
H -2.713 -0.952 1.270
H -3.241 0.359 0.220
C 8.323 -4.746 -1.843
O 7.286 -5.589 -1.295
C 6.029 -5.146 -1.286
O 5.657 -4.006 -1.418
O 5.279 -6.259 -1.251
C 3.943 -6.152 -1.004
H 9.236 -5.242 -1.514
H 8.242 -3.710 -1.512
H 8.308 -4.640 -2.927
H 3.328 -6.315 -1.889
H 3.616 -5.214 -0.554
H 3.608 -6.882 -0.267
C 11.302 0.256 -5.445
O 10.360 0.009 -6.459
C 9.140 -0.459 -6.272
O 8.473 -0.892 -7.248
O 8.765 -0.558 -5.003
C 7.348 -0.561 -4.728
H 12.122 0.938 -5.668
H 11.675 -0.621 -4.916
H 10.804 0.870 -4.694
H 6.689 -1.123 -5.389
H 6.973 0.435 -4.964
H 7.105 -0.738 -3.680

138
Properties=species:S:1:pos:R:3 method="wB97M-V/def2-TZVPD" charge=+1
C -5.739 -0.397 -5.118
C -4.449 -1.220 -5.218
C -3.128 -0.437 -5.103
C -3.127 0.731 -4.112
C -3.459 0.328 -2.664
C -2.228 0.043 -1.777
C -1.939 -1.451 -1.593
C -2.896 -2.252 -0.665
C -3.729 -3.340 -1.404
C -3.078 -3.981 -2.629
C -1.651 -4.509 -2.413
C -0.863 -4.652 -3.735
C -0.188 -6.002 -3.942
O 1.026 -6.098 -3.224
C 0.990 -6.767 -1.981
C -2.173 -2.947 0.458
N -2.270 -2.334 1.573
C -2.939 -1.002 1.396
C -3.505 -0.291 2.609
C -2.551 -0.146 3.787
O -2.925 -0.287 4.911
N -1.214 0.166 3.399
C -0.329 -0.957 3.727
C -0.776 1.488 3.895
C -3.831 -1.380 0.219
H -5.694 0.378 -4.352
H -5.993 0.066 -6.074
H -6.579 -1.047 -4.858
H -4.452 -1.703 -6.201
H -4.476 -2.044 -4.499
H -2.343 -1.141 -4.790
H -2.813 -0.081 -6.088
H -2.139 1.201 -4.140
H -3.829 1.493 -4.458
H -4.040 1.137 -2.207
H -4.121 -0.546 -2.675
H -2.323 0.565 -0.822
H -1.340 0.471 -2.252
H -0.906 -1.572 -1.256
H -1.967 -1.907 -2.583
H -3.953 -4.136 -0.678
H -4.703 -2.912 -1.666
H -3.713 -4.813 -2.947
H -3.076 -3.270 -3.460
H -1.086 -3.859 -1.742
H -1.709 -5.495 -1.937
H -0.061 -3.906 -3.754
H -1.512 -4.435 -4.590
H 0.058 -6.134 -5.000
H -0.865 -6.822 -3.663
H 0.083 -7.371 -1.877
H 1.034 -6.049 -1.153
H 1.855 -7.428 -1.907
H -1.667 -3.907 0.393
H -1.933 -2.721 2.457
H -2.118 -0.374 1.030
H -3.702 0.733 2.267
H -4.451 -0.711 2.960
H -0.768 -1.585 4.504
H -0.184 -1.586 2.845
H 0.655 -0.629 4.060
H -1.601 2.027 4.363
H 0.012 1.388 4.646
H -0.398 2.093 3.067
H -4.329 -0.540 -0.263
H -4.615 -2.054 0.590
Br 3.810 -2.323 0.935
C 3.455 -0.579 0.144
C 2.408 0.178 0.906
Br 0.663 -0.578 0.483
H 3.134 -0.750 -0.874
H 4.404 -0.048 0.152
H 2.363 1.216 0.583
H 2.541 0.126 1.982
Br -0.382 -3.941 9.731
C -1.462 -2.345 9.467
C -1.505 -1.954 8.017
Br 0.165 -1.160 7.408
H -1.035 -1.569 10.096
H -2.460 -2.598 9.819
H -2.272 -1.206 7.825
H -1.652 -2.794 7.351
Br 1.704 -2.190 -4.517
C 1.916 -3.894 -5.434
C 3.067 -3.866 -6.404
Br 2.645 -2.849 -8.004
H 0.971 -4.101 -5.926
H 2.090 -4.632 -4.653
H 3.296 -4.875 -6.741
H 3.953 -3.414 -5.972
Br 3.125 3.733 -0.804
C 4.219 3.595 -2.412
C 3.577 2.710 -3.443
Br 3.732 0.830 -2.962
H 5.191 3.233 -2.092
H 4.309 4.610 -2.792
H 4.080 2.816 -4.401
H 2.518 2.915 -3.562
Br 6.033 4.198 3.327
C 6.249 5.914 2.440
C 5.701 5.891 1.039
Br 6.861 4.908 -0.180
H 7.308 6.147 2.466
H 5.700 6.634 3.042
H 5.631 6.899 0.635
H 4.730 5.410 0.984
Br -2.122 -3.738 4.998
C -0.858 -5.222 5.052
C -0.149 -5.362 3.730
Br -1.319 -6.059 2.338
H -1.437 -6.096 5.328
H -0.148 -4.984 5.842
H 0.680 -6.059 3.816
H 0.218 -4.408 3.362
Br 5.024 6.330 -5.094
C 6.432 7.439 -4.333
C 6.305 7.543 -2.837
Br 4.845 8.709 -2.304
H 6.362 8.405 -4.822
H 7.369 6.956 -4.600
H 7.207 7.972 -2.405
H 6.113 6.576 -2.381
Br 0.960 1.704 9.999
C -0.588 2.739 9.444
C -0.921 2.521 7.991
Br 0.321 3.411 6.791
H -0.367 3.776 9.674
H -1.415 2.397 10.062
H -1.902 2.934 7.765
H -0.893 1.468 7.725
Br 1.799 7.254 -0.707
C 0.811 8.791 -1.364
C -0.415 8.379 -2.134
Br 0.030 7.666 -3.885
H 1.503 9.362 -1.975
H 0.532 9.370 -0.487
H -1.055 9.240 -2.313
H -0.976 7.606 -1.618

no.,HOMO energy (eV),total energy (eV),frontier orbital gap (eV)
1,-9.56,-141844.9635,9.64
2,-10.55,-121520.3646,10.60
3,-11.24,-1309526.8495,8.28